No. 1
# CF3NO2

2 unconnected molecules or ions with the total composition CF3NO2 at a distorted geometry (wB97M-V/def2-TZVPD, the OMol25 dataset).

Last column: Mulliken charge in e.
Positions of all 7 atoms, in Å:
C 0.88 -0.10 0.12  0.653
N -1.29 0.17 -0.11  0.716
O -1.50 -0.44 -1.07  -0.404
O -1.81 0.85 0.71  -0.441
F 0.93 -0.89 -0.90  -0.168
F 1.15 -0.58 1.31  -0.165
F 1.65 0.99 -0.07  -0.190

Values from the calculation:
- energy (eV) = -14769.5145
- relative energy (zero: lowest compared OMol25 entry of this formula, charge and spin) (kJ/mol) = 181.3
- HOMO-LUMO gap (eV) = 9.322
- LUMO (eV) = -0.447
- HOMO level (eV) = -9.8

---

No. 2
# C4H5BrO

2 unconnected molecules or ions with the total composition C4H5BrO at a distorted geometry (wB97M-V/def2-TZVPD, the OMol25 dataset).

Last column: Mulliken charge in e.
Positions of all 11 atoms, in Å:
C 1.48 0.11 0.39  -0.320
C 1.05 -1.20 -0.07  -0.284
C -0.27 -1.16 -0.47  -0.297
O -0.61 0.22 -0.37  -0.208
C 0.50 1.01 0.07  -0.326
H 2.48 0.17 0.80  0.371
H 1.77 -2.07 0.01  0.291
H -1.06 -1.68 -0.96  0.392
H 0.47 2.10 0.11  0.408
Br -3.58 1.09 0.02  -0.252
H -2.23 1.40 0.48  0.226

Values from the calculation:
- energy (eV) = -76317.3095
- relative energy (zero: lowest compared OMol25 entry of this formula, charge and spin) (kJ/mol) = 66.5
- HOMO-LUMO gap (eV) = 10.115
- LUMO (eV) = 0.907
- HOMO level (eV) = -9.2

---

No. 3
# C23H40Cl17N2O

9 unconnected molecules or ions with the total composition C23H40Cl17N2O at a distorted geometry (wB97M-V/def2-TZVPD, the OMol25 dataset).

Last column: Mulliken charge in e.
Positions of all 83 atoms, in Å:
Cl -0.33 -0.74 -0.57  -0.006
C -1.78 -1.60 0.06  0.487
C -1.84 -3.11 0.28  -0.701
C -3.20 -3.50 0.79  0.411
N -4.22 -2.60 1.03  0.644
C -5.54 -3.17 1.49  -0.775
C -6.53 -3.25 0.11  0.205
C -7.93 -2.36 0.24  -0.562
O -6.66 -1.97 -0.66  -0.350
N -4.24 -1.29 0.91  -0.600
C -3.02 -0.84 0.44  -0.314
H -0.99 -3.82 0.06  0.380
H -3.39 -4.61 0.99  0.279
H -6.07 -2.50 2.22  0.344
H -5.43 -4.25 1.84  0.269
H -6.59 -4.28 -0.47  0.295
H -7.82 -1.36 0.78  0.287
H -8.67 -2.51 -0.62  0.350
H -2.96 0.29 0.28  0.314
Cl -2.72 3.62 3.98  -0.174
C -2.11 2.09 3.32  -0.051
C -1.43 2.27 1.98  -0.309
Cl -2.59 2.71 0.70  -0.225
H -2.95 1.39 3.25  -0.143
H -1.40 1.69 4.04  0.389
H -0.96 1.34 1.67  0.089
H -0.66 3.05 2.02  0.401
Cl 2.23 1.26 -1.26  -0.198
C 2.84 -0.27 -1.93  -0.369
C 3.51 -0.08 -3.27  -0.198
Cl 2.34 0.34 -4.55  -0.202
H 2.01 -0.98 -1.99  0.306
H 3.57 -0.66 -1.21  0.313
H 3.99 -1.01 -3.59  -0.027
H 4.27 0.70 -3.24  0.369
Cl -1.60 6.11 -2.62  -0.185
C -2.53 4.61 -2.37  -0.036
C -2.36 3.63 -3.52  -0.342
Cl -3.12 4.21 -5.02  -0.186
H -3.58 4.88 -2.23  0.364
H -2.17 4.16 -1.45  -0.134
H -2.83 2.68 -3.27  0.210
H -1.30 3.45 -3.73  0.332
Cl 6.08 -2.10 -3.37  -0.213
C 7.00 -2.12 -4.90  -0.536
C 8.30 -1.35 -4.79  -0.319
Cl 8.02 0.40 -4.63  -0.184
H 6.36 -1.72 -5.69  0.359
H 7.21 -3.17 -5.12  0.352
H 8.89 -1.50 -5.69  0.220
H 8.89 -1.67 -3.93  0.316
Cl 11.78 1.29 -4.04  -0.158
C 11.93 -0.26 -3.18  0.226
C 12.39 -1.37 -4.10  -0.515
Cl 11.14 -1.81 -5.29  -0.181
H 10.96 -0.49 -2.73  -0.493
H 12.66 -0.11 -2.38  0.408
H 12.60 -2.27 -3.51  0.308
H 13.30 -1.10 -4.63  0.380
Cl -4.92 0.75 4.60  -0.227
C -6.22 1.96 4.47  -0.176
C -6.57 2.57 5.81  -0.543
Cl -7.37 1.39 6.88  -0.158
H -7.08 1.49 4.00  0.162
H -5.85 2.74 3.79  0.281
H -7.27 3.40 5.67  0.321
H -5.69 2.95 6.32  0.341
Cl 7.35 0.74 0.40  -0.178
C 9.00 1.40 0.23  -0.589
C 9.77 0.73 -0.89  -0.120
Cl 10.17 -0.97 -0.51  -0.190
H 9.51 1.29 1.19  0.361
H 8.89 2.47 0.02  0.341
H 10.72 1.25 -1.05  0.302
H 9.22 0.75 -1.83  0.141
Cl -10.22 -3.22 5.82  -0.185
C -10.53 -1.50 6.19  -0.334
C -10.74 -0.68 4.93  -0.511
Cl -9.25 -0.51 3.97  -0.124
H -9.69 -1.12 6.77  0.200
H -11.42 -1.47 6.81  0.321
H -11.06 0.33 5.20  0.291
H -11.51 -1.12 4.29  0.352

Values from the calculation:
- energy (eV) = -242397.9111
- net charge = +1
- HOMO-LUMO gap (eV) = 6.869
- LUMO (eV) = -5.003
- HOMO level (eV) = -11.9

---

No. 4
# C8H17O9PSi

3 unconnected molecules or ions with the total composition C8H17O9PSi (wB97M-V/def2-TZVPD, the OMol25 dataset).

Last column: Mulliken charge in e.
Positions of all 36 atoms, in Å:
C 3.05 0.45 -1.27  -0.534
O 3.36 0.80 -2.60  -0.401
C 3.28 2.19 -2.86  -0.503
Si 1.63 3.04 -2.46  0.487
P -0.11 2.20 -3.73  0.153
O 0.25 0.58 -3.70  -0.431
O -1.31 2.33 -2.60  -0.424
H 3.42 1.19 -0.56  0.346
H 3.53 -0.51 -1.06  0.310
H 1.97 0.35 -1.11  0.038
H 3.48 2.32 -3.92  0.300
H 4.08 2.72 -2.32  0.359
H 1.30 2.96 -1.01  -0.100
H 1.78 4.48 -2.80  -0.212
H 0.10 0.14 -2.86  0.306
H -0.99 2.36 -1.68  0.312
O 0.49 1.11 1.31  -0.525
C -0.62 0.81 1.01  0.472
O -1.41 1.50 0.15  -0.352
C -2.57 0.70 -0.16  -0.324
C -2.65 -0.22 1.04  -0.270
O -1.28 -0.28 1.47  -0.163
H -3.42 1.35 -0.31  0.367
H -2.35 0.16 -1.09  0.189
H -3.24 0.21 1.85  0.263
H -2.99 -1.23 0.83  0.285
O -3.04 -4.00 1.70  -0.540
C -2.08 -3.65 2.31  0.705
O -0.83 -4.11 2.11  -0.361
C 0.09 -3.26 2.82  -0.165
C -0.80 -2.67 3.90  -0.275
O -2.09 -2.72 3.29  -0.331
H 0.91 -3.87 3.20  0.319
H 0.46 -2.50 2.14  0.140
H -0.83 -3.28 4.81  0.303
H -0.56 -1.64 4.15  0.255

Values from the calculation:
- energy (eV) = -44165.5672
- HOMO-LUMO gap (eV) = 8.740
- LUMO (eV) = 0.328
- HOMO level (eV) = -8.4

---

No. 5
# C23H45NO5PSi

A gas-phase ion, C23H45NO5PSi (charge -1) at a distorted geometry (wB97M-V/def2-TZVPD, the OMol25 dataset).

Last column: Mulliken charge in e.
Positions of all 76 atoms, in Å:
C -2.94 -1.05 -1.97  -1.047
C -1.71 -0.71 -1.45  -0.356
P -1.49 0.39 0.13  3.977
C -1.67 1.92 -1.04  -1.467
C -1.47 1.89 -2.57  -1.393
C -0.09 1.59 -3.13  0.750
C -0.10 1.81 -4.65  -1.072
O -0.84 0.76 -5.28  -0.328
C -0.01 -0.25 -5.80  -0.688
C 0.42 0.34 0.00  -1.489
C 1.23 1.64 0.09  -0.753
O 2.30 1.52 1.06  -0.558
Si 3.76 1.01 0.48  0.831
C 4.53 2.25 -0.72  -1.196
C 4.89 0.90 1.98  -1.286
C 3.68 -0.72 -0.25  -0.949
O -3.25 0.39 0.29  -0.674
C -3.90 0.02 1.46  -0.140
C -4.65 -1.31 1.32  -1.418
O -1.41 -1.00 1.25  -0.524
C -1.09 -2.26 0.77  -0.154
C -0.68 -3.14 1.98  -1.044
O 0.74 -3.29 2.04  -0.097
C 1.13 -4.61 2.35  -0.404
C 2.64 -4.65 2.51  -1.205
C -1.38 1.50 1.70  0.064
C -2.12 2.67 1.82  -0.859
C -2.03 3.41 2.98  -0.592
C -1.21 2.94 3.99  -0.520
N -0.49 1.83 3.92  -0.693
C -0.59 1.13 2.78  -0.305
H -3.56 -1.76 -1.44  0.193
H -3.32 -0.63 -2.91  0.178
H -0.83 -1.09 -1.97  0.339
H -1.10 2.78 -0.68  0.699
H -2.71 2.24 -0.92  0.325
H -2.26 1.37 -3.12  0.163
H -1.63 2.94 -2.87  0.595
H 0.68 2.27 -2.74  0.121
H 0.19 0.54 -3.02  -0.233
H -0.66 2.71 -4.88  0.456
H 0.92 1.83 -5.05  0.437
H -0.64 -0.95 -6.36  0.252
H 0.71 0.17 -6.51  0.328
H 0.51 -0.82 -5.02  0.237
H 0.84 -0.31 0.77  0.622
H 0.70 -0.15 -0.93  0.758
H 1.72 1.85 -0.87  0.478
H 0.67 2.52 0.38  0.012
H 3.82 3.05 -0.93  0.307
H 5.44 2.65 -0.27  0.376
H 4.79 1.74 -1.65  0.320
H 4.38 0.46 2.84  0.285
H 5.70 0.20 1.71  0.353
H 5.34 1.85 2.25  0.314
H 2.97 -1.34 0.29  0.126
H 4.67 -1.16 -0.16  0.440
H 3.40 -0.67 -1.31  0.282
H -3.33 -0.01 2.40  0.169
H -4.70 0.76 1.65  0.422
H -5.43 -1.20 0.56  0.329
H -5.11 -1.60 2.27  0.419
H -3.99 -2.11 0.98  0.203
H -1.92 -2.80 0.30  0.275
H -0.20 -2.30 0.13  0.123
H -0.99 -2.63 2.89  0.205
H -1.18 -4.11 1.95  0.450
H 0.60 -4.98 3.24  0.362
H 0.83 -5.25 1.50  0.354
H 2.92 -5.52 3.11  0.366
H 3.11 -4.74 1.53  0.283
H 2.96 -3.73 3.00  0.277
H -2.78 3.00 1.03  0.270
H -2.58 4.34 3.12  0.380
H -1.16 3.50 4.92  0.373
H 0.01 0.23 2.76  0.569

Values from the calculation:
- energy (eV) = -53472.4354
- net charge = -1
- HOMO-LUMO gap (eV) = 6.362
- LUMO (eV) = 2.771
- HOMO level (eV) = -3.6

---

No. 6
# Br2HNS

2 unconnected molecules or ions with the total composition Br2HNS at a distorted geometry (wB97M-V/def2-TZVPD, the OMol25 dataset).

Last column: Mulliken charge in e.
Positions of all 5 atoms, in Å:
N -1.10 0.23 -0.37  -0.195
S -1.17 0.98 -1.59  0.348
Br 0.67 1.13 -2.98  -0.172
Br 0.27 1.76 2.14  -0.218
H -0.71 0.98 1.60  0.238

Values from the calculation:
- energy (eV) = -152424.9243
- relative energy (zero: lowest compared OMol25 entry of this formula, charge and spin) (kJ/mol) = 29.8
- HOMO-LUMO gap (eV) = 8.581
- LUMO (eV) = -1.850
- HOMO level (eV) = -10.4

---

No. 7
# C22H42NNdOP3

A molecular structure, C22H42NNdOP3 at a distorted geometry (wB97M-V/def2-TZVPD, the OMol25 dataset).

Last column: Mulliken charge in e.
Positions of all 70 atoms, in Å:
Nd -0.08 -0.35 -0.01  0.925
P 0.74 -2.78 -1.05  0.771
P 2.52 -0.03 1.28  0.961
P -2.91 0.44 -0.16  0.711
H 2.08 4.10 0.49  0.346
C 1.06 4.47 0.67  -0.610
C 0.40 4.29 1.81  -0.587
H 0.84 3.77 2.68  0.325
C 1.57 -2.66 -2.67  -1.428
C 1.93 -3.88 -0.14  -1.194
C -0.59 -3.99 -1.44  -1.290
C 2.78 1.59 2.09  -0.707
C 2.93 -1.18 2.65  -1.373
C 4.03 -0.17 0.24  -1.350
C -3.29 2.15 0.40  -1.307
C -4.13 -0.53 0.80  -1.239
C -3.64 0.43 -1.83  -1.242
H 0.60 5.01 -0.17  0.308
H -0.59 4.72 1.97  0.325
H 1.96 -3.65 -2.94  0.612
H 2.41 -1.95 -2.62  0.390
H 0.86 -2.33 -3.44  0.460
H 2.26 -4.70 -0.80  0.473
H 1.44 -4.32 0.74  0.447
H 2.80 -3.31 0.19  0.288
H -0.18 -4.85 -2.01  0.438
H -1.37 -3.51 -2.05  0.382
H -1.05 -4.36 -0.52  0.459
H 3.83 1.89 1.99  0.521
H 2.53 1.50 3.16  0.464
H 2.14 2.37 1.66  -0.483
H 4.01 -1.14 2.86  0.477
H 2.65 -2.20 2.38  0.305
H 2.37 -0.89 3.55  0.386
H 4.91 -0.35 0.87  0.457
H 4.16 0.76 -0.33  0.428
H 3.91 -1.01 -0.46  0.315
H -4.09 2.59 -0.23  0.455
H -2.39 2.77 0.32  0.266
H -3.61 2.14 1.45  0.417
H -5.14 -0.40 0.39  0.402
H -4.12 -0.20 1.85  0.391
H -3.86 -1.59 0.77  0.356
H -4.65 0.87 -1.81  0.475
H -3.71 -0.61 -2.20  0.399
H -3.01 1.00 -2.53  0.354
C 0.23 1.02 -3.03  1.210
C 0.77 0.37 -4.14  -0.818
C 0.39 0.82 -5.42  -0.773
C -0.42 1.95 -5.55  -0.654
C -0.85 2.65 -4.42  -0.593
C -0.50 2.19 -3.14  -0.630
O 0.26 0.52 -1.77  -0.069
H 0.60 -0.77 -1.60  0.054
H 1.46 -0.47 -4.01  0.632
H 0.73 0.29 -6.31  0.432
H -0.72 2.31 -6.54  0.423
H -1.46 3.55 -4.51  0.440
H -0.81 2.69 -2.22  0.599
C -1.17 -0.93 5.23  -0.368
C -1.31 0.40 4.79  -0.761
C -1.09 0.70 3.45  -0.487
N -0.75 -0.26 2.54  0.360
C -0.65 -1.54 2.96  -0.144
C -0.83 -1.91 4.30  -0.832
H -1.33 -1.19 6.27  0.461
H -1.58 1.20 5.47  0.500
H -1.17 1.72 3.06  0.473
H -0.40 -2.30 2.19  0.362
H -0.71 -2.95 4.57  0.502

Values from the calculation:
- ⟨S²⟩ = 3.755
- energy (eV) = -70148.0370
- 2S+1 = 4
- relative energy (zero: lowest compared OMol25 entry of this formula, charge and spin) (kJ/mol) = 225.1
- net charge = +3
- HOMO-LUMO gap (alpha / beta) (eV) = 6.143 / 6.108
- LUMO (alpha / beta) (eV) = -11.051 / -11.101
- HOMO level (alpha / beta) (eV) = -17.2 / -17.2